The following is a quantum chemistry calculation of a cluster of 7 separate species, C37H84N2O10PS8 in total, from OMol25.

```
142
Properties=species:S:1:pos:R:3
C 3.9790 -4.0500 -6.1922
C 2.5737 -4.6500 -6.0499
C 1.4673 -3.8659 -6.6763
O 0.5008 -4.3685 -7.2553
O 1.6186 -2.5268 -6.5294
C 0.4099 -1.7674 -6.5732
C 0.4459 -0.6301 -5.5762
C 0.5315 -1.0689 -4.1149
C -0.6804 -0.5679 -3.3135
C -2.0295 -0.8402 -3.9666
C -0.7152 -1.0111 -1.8438
C -1.5309 -2.2855 -1.5544
C -1.9164 -2.5211 -0.0750
C -2.8432 -1.4655 0.5064
S -3.7193 -1.9721 2.0213
C -2.5353 -2.3974 3.2165
S -3.0950 -3.1264 4.5477
N -1.2034 -1.9591 3.0122
C -0.2037 -2.9513 3.4664
C -0.4379 -4.3780 2.9927
C -1.0508 -0.6037 3.6314
C 0.3186 -0.3243 4.2050
N 0.6474 -1.1814 -1.1771
C 0.8067 -0.2427 -0.0215
C 0.9017 1.2101 -0.4695
C 1.8681 2.0150 0.3625
O 1.5393 3.0039 1.0009
O 3.1719 1.5898 0.2499
C 1.8989 -1.2014 -2.0397
C 2.3863 -2.6522 -2.1797
C 1.7529 -0.5088 -3.3759
P 3.3721 -0.6134 -4.3160
C 4.6796 -0.4068 -3.0332
C 3.4553 1.0258 -5.1519
H 3.9437 -3.0024 -6.4604
H 4.5455 -4.5933 -6.9401
H 4.5340 -4.1233 -5.2627
H 2.3342 -4.7929 -4.9974
H 2.5367 -5.6307 -6.5087
H 0.3015 -1.3519 -7.5713
H -0.4377 -2.4166 -6.3762
H 1.2730 0.0243 -5.8316
H -0.4663 -0.0885 -5.7931
H 0.5103 -2.1596 -4.0714
H -0.5660 0.5192 -3.3048
H -2.1808 -0.2065 -4.8284
H -2.1250 -1.8792 -4.2756
H -2.8453 -0.6455 -3.2761
H -1.1923 -0.1968 -1.3085
H -2.4440 -2.2745 -2.1323
H -0.9339 -3.1442 -1.8688
H -2.4459 -3.4700 -0.0452
H -1.0346 -2.6172 0.5418
H -2.3301 -0.5312 0.7242
H -3.6271 -1.2334 -0.2098
H 0.7563 -2.6303 3.0703
H -0.1427 -2.9820 4.5523
H -1.0482 -4.9400 3.6857
H 0.5308 -4.8463 2.9709
H -0.8450 -4.4320 1.9875
H -1.2534 0.1471 2.8656
H -1.7917 -0.4681 4.4155
H 1.1105 -0.5018 3.4788
H 0.3693 0.7247 4.4732
H 0.5470 -0.9308 5.0736
H 0.6350 -2.1023 -0.7472
H 1.6743 -0.5796 0.5372
H -0.0468 -0.3839 0.6312
H 1.2573 1.2949 -1.4922
H -0.0570 1.7052 -0.3657
H 3.4546 1.1056 1.0307
H 2.6639 -0.6803 -1.4743
H 3.4479 -2.7082 -1.9712
H 1.8967 -3.3261 -1.4782
H 2.2310 -3.0435 -3.1802
H 1.5222 0.5519 -3.2651
H 5.1251 -1.3644 -2.7939
H 5.4513 0.2222 -3.4646
H 4.3475 0.0854 -2.1213
H 2.7410 1.7302 -4.7387
H 4.4737 1.3782 -5.0232
H 3.2832 0.8365 -6.2032
C -7.7736 0.2149 1.6826
S -7.7540 -1.4962 1.1360
O -7.9835 -1.4837 -0.3320
C -9.3035 -1.9562 1.9146
H -6.8997 0.7056 1.2599
H -8.6807 0.6996 1.3227
H -7.7224 0.2476 2.7708
H -10.1008 -1.3164 1.5376
H -9.2067 -1.8583 2.9955
H -9.5056 -2.9928 1.6561
C 1.1642 5.2403 3.2637
S 0.1351 4.6517 4.6045
O -0.6852 5.8020 5.0715
C 1.4648 4.4363 5.7913
H 0.5199 5.4798 2.4208
H 1.7036 6.1339 3.5778
H 1.8600 4.4562 2.9739
H 1.9728 5.3888 5.9388
H 2.1617 3.6833 5.4224
H 1.0223 4.1013 6.7267
C -1.2652 9.9014 1.6890
S -1.1392 8.1129 1.6172
O -1.5335 7.7000 0.2443
C -2.5315 7.7738 2.6962
H -0.4945 10.3115 1.0408
H -2.2493 10.2084 1.3362
H -1.1004 10.2336 2.7136
H -3.4287 8.2302 2.2777
H -2.3194 8.1649 3.6905
H -2.6491 6.6945 2.7524
C 5.5350 0.6006 -8.0821
S 7.0929 1.1615 -7.3868
O 6.7658 1.7732 -6.0685
C 7.3364 2.5015 -8.5533
H 5.1744 -0.2214 -7.4655
H 4.8171 1.4208 -8.0671
H 5.6911 0.2493 -9.1016
H 6.4907 3.1866 -8.5013
H 7.4393 2.0890 -9.5564
H 8.2509 3.0187 -8.2736
C 1.6833 -6.6216 6.7844
S 2.3212 -7.0209 5.1569
O 2.0194 -5.8489 4.2849
C 1.0981 -8.2744 4.7691
H 2.2897 -5.8131 7.1855
H 0.6448 -6.3020 6.6993
H 1.7668 -7.4964 7.4282
H 0.1006 -7.8392 4.8272
H 1.1984 -9.1028 5.4693
H 1.2940 -8.6242 3.7583
C -4.9008 4.8306 8.6447
S -4.7701 3.8271 7.1623
O -3.9053 2.6653 7.4991
C -3.7445 4.9745 6.2428
H -5.4720 4.2637 9.3759
H -3.9027 5.0358 9.0306
H -5.4225 5.7577 8.4090
H -2.8264 5.1739 6.7933
H -4.2921 5.9007 6.0673
H -3.4993 4.5109 5.2903
```

The calculation puts the total energy at -5848.51974 a.u. For the HOMO-LUMO gap, the calculation gives 7.8 eV. As for the net charge: +1. The value obtained for the HOMO energy is -10.1 eV.